{"formula": "C3H6", "method": "wB97M-V/def2-TZVPD", "species": ["C", "C", "C", "H", "H", "H", "H", "H", "H"], "coordinates": [[1.106, -0.247, 0.248], [-0.388, -0.248, 0.248], [-1.191, 0.495, -0.530], [1.497, -0.218, -0.800], [1.454, 0.685, 0.776], [1.443, -1.151, 0.812], [-0.843, -0.945, 0.943], [-0.779, 1.175, -1.287], [-2.300, 0.453, -0.411]], "smiles": "C=CC", "multiplicity": 1, "lumo_energy_ha": 0.048, "orbital_gap_ev": 10.8195, "de_lowest_kcal_mol": 2.3}


{"formula": "C4H2N2S", "method": "wB97M-V/def2-TZVPD", "species": ["C", "C", "C", "C", "N", "N", "S", "H", "H"], "coordinates": [[-1.772, -0.181, 0.027], [0.381, 1.158, 0.040], [0.589, -1.154, 0.008], [-0.351, -0.126, 0.070], [-2.897, -0.145, -0.161], [1.670, 1.044, -0.121], [2.190, -0.503, -0.065], [-0.165, 2.143, 0.111], [0.355, -2.235, 0.091]], "smiles": "N#Cc1cnsc1", "multiplicity": 1, "lumo_energy_ha": [-0.001, -0.001], "orbital_gap_ev": [10.1026, 10.1020], "de_lowest_kcal_mol": 0.0}


{"formula": "C26H67IN6O8", "method": "wB97M-V/def2-TZVPD", "species": ["C", "O", "C", "N", "C", "O", "O", "C", "C", "C", "I", "H", "H", "H", "H", "H", "H", "H", "H", "H", "H", "H", "H", "C", "C", "C", "O", "C", "N", "H", "H", "H", "H", "H", "H", "H", "H", "H", "H", "H", "C", "C", "C", "O", "C", "N", "H", "H", "H", "H", "H", "H", "H", "H", "H", "H", "H", "C", "C", "C", "O", "C", "N", "H", "H", "H", "H", "H", "H", "H", "H", "H", "H", "H", "C", "C", "C", "O", "C", "N", "H", "H", "H", "H", "H", "H", "H", "H", "H", "H", "H", "C", "C", "C", "O", "C", "N", "H", "H", "H", "H", "H", "H", "H", "H", "H", "H", "H"], "coordinates": [[-4.517, -0.642, 2.475], [-4.493, 0.309, 1.416], [-3.298, 0.997, 1.202], [-3.321, 2.364, 1.759], [-4.341, 2.683, 2.641], [-4.548, 2.090, 3.668], [-5.067, 3.774, 2.264], [-6.063, 3.463, 1.281], [-7.302, 2.811, 1.906], [-7.848, 1.671, 1.048], [-8.933, 2.379, -0.652], [-3.576, -0.643, 3.030], [-5.316, -0.387, 3.175], [-4.710, -1.637, 2.060], [-2.442, 0.449, 1.613], [-3.148, 1.083, 0.122], [-3.193, 3.078, 1.058], [-5.649, 2.809, 0.504], [-6.319, 4.409, 0.800], [-8.085, 3.566, 2.021], [-7.062, 2.400, 2.890], [-7.038, 1.057, 0.649], [-8.550, 1.040, 1.593], [-0.436, -1.823, -2.309], [-1.307, -1.858, -1.058], [-1.509, -3.257, -0.465], [-2.404, -4.085, -1.178], [-1.864, -4.732, -2.313], [-2.579, -1.184, -1.339], [-0.986, -2.142, -3.195], [-0.085, -0.812, -2.501], [0.439, -2.466, -2.203], [-0.793, -1.275, -0.286], [-1.955, -3.144, 0.527], [-0.544, -3.767, -0.335], [-0.821, -5.017, -2.149], [-1.927, -4.109, -3.209], [-2.452, -5.634, -2.482], [-3.109, -1.099, -0.475], [-3.140, -1.805, -1.916], [4.234, 0.729, -5.945], [2.725, 0.586, -6.114], [1.938, 0.628, -4.799], [2.018, -0.545, -4.015], [3.186, -0.678, -3.231], [2.444, -0.618, -6.900], [4.692, -0.204, -5.617], [4.691, 0.992, -6.899], [4.483, 1.507, -5.221], [2.378, 1.444, -6.698], [0.878, 0.735, -5.042], [2.226, 1.503, -4.198], [3.528, 0.293, -2.859], [3.997, -1.161, -3.779], [2.934, -1.311, -2.379], [1.457, -0.649, -7.137], [2.595, -1.427, -6.304], [-12.817, -2.268, 1.702], [-12.389, -1.148, 0.759], [-10.915, -0.746, 0.881], [-10.596, 0.021, 2.029], [-10.417, -0.713, 3.225], [-13.296, -0.011, 0.924], [-12.982, -1.900, 2.714], [-13.757, -2.701, 1.362], [-12.070, -3.063, 1.743], [-12.513, -1.517, -0.264], [-10.669, -0.101, 0.034], [-10.261, -1.628, 0.829], [-9.946, -1.681, 3.029], [-11.361, -0.875, 3.751], [-9.763, -0.128, 3.871], [-13.106, 0.683, 0.207], [-13.068, 0.452, 1.800], [5.784, 1.019, 1.814], [5.114, -0.235, 1.261], [6.081, -1.232, 0.610], [6.552, -0.859, -0.669], [7.612, 0.080, -0.671], [4.032, 0.159, 0.355], [6.022, 1.730, 1.023], [5.113, 1.523, 2.508], [6.707, 0.777, 2.344], [4.660, -0.762, 2.106], [5.544, -2.171, 0.452], [6.927, -1.445, 1.278], [8.282, -0.068, 0.180], [7.241, 1.107, -0.662], [8.176, -0.064, -1.593], [3.505, -0.666, 0.086], [4.461, 0.481, -0.509], [13.141, 1.483, 2.833], [11.777, 2.117, 3.089], [10.586, 1.242, 2.683], [10.341, 1.164, 1.291], [11.177, 0.264, 0.584], [11.743, 3.442, 2.467], [13.426, 1.553, 1.783], [13.906, 2.004, 3.407], [13.154, 0.431, 3.123], [11.685, 2.264, 4.170], [9.682, 1.690, 3.104], [10.679, 0.232, 3.106], [11.424, -0.613, 1.189], [12.098, 0.752, 0.257], [10.634, -0.062, -0.302], [10.899, 3.932, 2.748], [11.651, 3.319, 1.462]], "smiles": "COCNC(=O)OCCCI.COC[C@@H](C)N.COC[C@@H](C)N.COC[C@@H](C)N.COC[C@@H](C)N.COC[C@@H](C)N", "multiplicity": 1, "lumo_energy_ha": 0.018, "orbital_gap_ev": 9.6157}


{"formula": "C15H31BF4P2Pt", "method": "wB97M-V/def2-TZVPD", "species": ["P", "P", "C", "C", "H", "H", "H", "H", "C", "H", "H", "H", "C", "H", "H", "H", "C", "H", "H", "H", "C", "H", "H", "H", "Pt", "C", "C", "C", "C", "C", "C", "C", "C", "C", "H", "H", "H", "H", "H", "H", "H", "H", "H", "H", "H", "H", "H", "H", "H", "F", "B", "F", "F", "F"], "coordinates": [[-0.403, -2.005, -1.040], [0.813, 0.106, -1.395], [-0.362, -1.600, -2.927], [0.837, -0.677, -3.031], [-1.326, -1.218, -3.232], [-0.135, -2.545, -3.415], [1.791, -1.223, -2.931], [0.841, 0.054, -3.831], [-0.390, 1.508, -1.822], [-0.553, 2.248, -1.009], [-1.357, 1.093, -2.137], [0.015, 2.054, -2.686], [2.250, 1.282, -1.593], [2.176, 1.729, -2.596], [3.176, 0.708, -1.528], [2.330, 2.109, -0.877], [-1.651, -3.001, -0.201], [-1.195, -3.453, 0.678], [-1.939, -3.781, -0.918], [-2.526, -2.421, 0.109], [1.936, -3.974, -3.112], [2.490, -3.336, -3.820], [1.060, -4.357, -3.673], [2.570, -4.800, -2.774], [1.399, -3.041, -1.278], [-1.045, 3.971, 1.318], [-1.907, 3.007, 1.657], [-2.855, 2.335, 0.724], [-2.259, 0.942, 0.446], [-0.945, 0.730, 1.175], [0.293, 1.314, 1.265], [0.995, 2.517, 1.800], [0.342, 3.918, 1.846], [1.695, -3.926, 0.571], [-1.274, 4.845, 0.710], [-1.852, 2.605, 2.676], [-2.988, 2.935, -0.198], [-3.819, 2.224, 1.228], [-2.957, 0.165, 0.793], [-2.233, 0.758, -0.633], [-1.072, -0.133, 1.833], [1.086, 0.534, 1.101], [1.931, 2.577, 1.213], [1.331, 2.236, 2.814], [0.401, 4.210, 2.905], [0.993, 4.610, 1.302], [2.244, -3.162, 1.148], [2.309, -4.827, 0.459], [0.781, -4.128, 1.151], [0.586, -0.913, 3.319], [-0.221, -0.348, 4.363], [-0.401, 1.051, 4.099], [-1.470, -0.999, 4.376], [0.465, -0.507, 5.581]], "s2": 2.02, "multiplicity": 3, "lumo_energy_ha": [-0.066, -0.106], "orbital_gap_ev": [5.5079, 4.3380], "de_lowest_kcal_mol": 60.0}


{"formula": "C10H9N3", "method": "wB97M-V/def2-TZVPD", "species": ["C", "C", "C", "C", "C", "C", "C", "C", "C", "C", "H", "H", "H", "H", "H", "H", "H", "H", "H", "N", "N", "N"], "coordinates": [[0.681, -3.372, -1.622], [1.278, -2.049, -0.936], [2.512, -0.954, 0.627], [1.658, -0.020, 0.796], [0.535, 0.147, -0.127], [-0.615, 1.147, 0.100], [-0.457, 1.784, 1.273], [-1.245, 2.849, 1.490], [-2.763, 2.403, -0.167], [-1.765, 1.376, -0.897], [0.163, -3.309, -2.605], [-0.181, -3.641, -0.709], [1.494, -4.138, -1.819], [3.249, -1.034, 1.396], [2.006, 0.568, 1.570], [0.282, 1.332, 2.005], [-1.315, 3.476, 2.191], [-3.481, 2.746, -0.848], [-2.272, 0.649, -1.651], [2.284, -2.159, -0.060], [0.350, -0.889, -0.886], [-2.398, 3.090, 0.880]], "smiles": "Cc1nccc(-c2ccncc2)n1", "multiplicity": 1, "lumo_energy_ha": -0.013, "orbital_gap_ev": 8.9932, "de_lowest_kcal_mol": 111.1}